[1]
The following is a DFT calculation (ωB97M-V with the def2-TZVPD basis set) of a single C3H8N2O molecule at a distorted geometry.

## Properties
Strongest force on any atom: 5.6 eV Å⁻¹
Relative energy (zero: lowest compared OMol25 entry of this formula, charge and spin): 44.5 kcal/mol
DFT total energy: -303.82120 hartree
SMILES: C[C@@H](N)C(N)=O

Last column: Mulliken charge in e.
Element x y z (Å)
C  -0.179  -1.226  1.449  -1.19
C  -0.628  -0.063  0.502  0.24
N  -0.747  1.126  1.280  -0.72
C  0.290  0.143  -0.765  0.44
N  0.221  -0.806  -1.724  -0.52
O  1.026  1.139  -0.934  -0.61
H  1.057  -1.092  1.595  0.22
H  -0.376  -2.257  0.974  0.28
H  -0.661  -1.286  2.419  0.38
H  -1.677  -0.322  0.185  0.29
H  0.188  1.469  1.428  0.30
H  -1.124  1.731  0.498  0.30
H  1.048  -0.755  -2.347  0.29
H  0.118  -1.965  -1.289  0.31

---

[2]
The following is a DFT calculation (ωB97M-V with the def2-TZVPD basis set) of 13 unconnected molecules or ions with the total composition C39H48F10O39 at a distorted geometry.

## Properties
Strongest force on any atom: 9.5 eV Å⁻¹
Relative energy (zero: lowest compared OMol25 entry of this formula, charge and spin): 0.0 kcal/mol
DFT total energy: -5447.92789 hartree

Last column: Mulliken charge in e.
Element x y z (Å)
C  2.114  -15.968  10.463  1.38
C  3.605  -15.891  10.075  0.79
O  3.962  -17.283  9.914  0.18
C  3.209  -18.016  10.761  -0.45
O  3.409  -19.135  11.280  -0.40
O  2.075  -17.234  11.076  -0.18
F  4.383  -15.479  11.117  -0.18
H  1.539  -16.036  9.540  -0.27
H  1.860  -15.153  11.142  -0.94
H  3.802  -15.361  9.144  -0.26
C  1.353  -10.974  11.243  -0.68
C  1.771  -12.254  11.928  0.78
O  1.820  -11.773  13.214  -0.20
C  0.876  -10.893  13.377  0.62
O  0.465  -10.452  14.440  -0.63
O  0.447  -10.456  12.216  -0.33
F  2.918  -12.750  11.427  -0.07
H  0.731  -11.062  10.353  0.23
H  2.207  -10.305  11.140  0.37
H  1.031  -13.047  11.827  -0.24
C  7.199  -15.168  10.289  0.38
C  8.684  -14.805  10.213  0.15
O  9.118  -15.467  9.006  -0.31
C  8.311  -16.317  8.686  0.35
O  8.477  -17.104  7.745  -0.69
O  7.211  -16.326  9.412  0.38
F  9.450  -15.243  11.217  -0.28
H  6.486  -14.463  9.861  -0.17
H  6.776  -15.370  11.273  0.05
H  8.804  -13.729  10.090  0.24
C  6.724  -20.344  8.831  0.58
C  6.161  -21.348  9.819  0.54
O  6.504  -22.554  9.186  -0.38
C  6.473  -22.426  7.921  0.63
O  6.286  -23.371  7.087  -0.64
O  6.635  -21.100  7.648  -0.33
F  4.890  -21.230  9.974  -0.28
H  7.748  -20.061  9.075  0.19
H  6.099  -19.462  8.694  -0.47
H  6.575  -21.482  10.818  0.12
C  0.570  -14.859  7.007  0.11
C  -0.330  -14.768  5.803  0.23
O  0.639  -14.830  4.759  -0.40
C  1.822  -14.329  5.211  0.59
O  2.800  -13.982  4.605  -0.58
O  1.704  -14.238  6.511  0.04
F  -0.857  -13.572  5.662  -0.30
H  0.820  -15.867  7.338  0.25
H  0.149  -14.376  7.889  -0.21
H  -1.028  -15.600  5.715  0.41
C  5.655  -15.357  6.183  0.09
C  5.247  -16.003  4.832  0.26
O  4.214  -16.947  5.183  -0.34
C  4.281  -17.190  6.513  0.32
O  3.521  -18.003  7.049  -0.56
O  5.246  -16.406  7.122  0.15
F  6.339  -16.549  4.296  -0.33
H  4.952  -14.580  6.483  -0.23
H  6.620  -14.927  6.451  0.29
H  4.910  -15.207  4.167  0.40
C  -1.745  -14.902  15.856  -0.57
C  -0.691  -13.819  15.888  0.28
O  -0.167  -13.911  14.564  -0.12
C  -0.438  -15.024  14.013  0.21
O  0.144  -15.538  13.063  -0.06
O  -1.385  -15.684  14.689  -0.39
F  0.253  -14.122  16.724  -0.25
H  -2.790  -14.595  15.832  0.33
H  -1.733  -15.425  16.813  0.30
H  -0.990  -12.800  16.134  0.35
C  5.826  -10.303  7.807  -0.49
C  6.779  -11.503  7.892  0.32
O  5.882  -12.630  8.023  -0.03
C  4.657  -12.217  8.117  0.21
O  3.693  -12.992  8.195  -0.27
O  4.611  -10.937  8.190  -0.39
F  7.543  -11.294  8.954  -0.33
H  5.771  -9.859  6.813  0.28
H  6.108  -9.547  8.539  0.30
H  7.436  -11.649  7.035  0.34
C  1.678  -23.289  13.148  -0.54
C  2.540  -22.531  12.120  0.20
O  3.819  -23.004  12.404  -0.24
C  3.954  -23.453  13.686  0.72
O  5.068  -23.780  14.224  -0.59
O  2.666  -23.566  14.196  -0.33
F  2.480  -21.245  12.454  -0.19
H  1.298  -24.237  12.767  0.39
H  0.839  -22.698  13.516  0.27
H  2.312  -22.475  11.056  0.42
C  5.923  -20.032  13.363  0.43
C  5.801  -18.795  14.243  1.09
O  6.280  -17.678  13.496  -0.29
C  7.004  -18.164  12.559  0.63
O  7.881  -17.506  11.959  -0.69
O  6.829  -19.576  12.387  -0.33
F  6.542  -19.035  15.369  -0.39
H  4.994  -20.233  12.829  -0.47
H  6.225  -21.024  13.700  0.44
H  4.781  -18.588  14.567  -0.42
C  3.141  -15.050  14.062  -0.17
O  3.949  -15.874  14.874  -0.39
C  3.526  -16.249  16.055  1.02
O  2.526  -15.916  16.662  -0.66
O  4.494  -16.887  16.621  -0.28
C  4.240  -17.639  17.765  -0.59
H  2.788  -15.770  13.324  -0.09
H  3.832  -14.379  13.551  0.14
H  2.348  -14.492  14.560  0.31
H  4.785  -17.374  18.671  0.30
H  4.686  -18.554  17.377  0.07
H  3.181  -17.820  17.949  0.36
C  4.066  -21.611  16.475  -1.09
O  3.651  -20.522  15.636  0.30
C  2.332  -20.320  15.457  0.13
O  1.451  -21.108  15.794  -0.65
O  2.211  -19.199  14.663  0.25
C  0.976  -18.789  14.233  -0.77
H  3.912  -21.261  17.496  0.33
H  5.136  -21.806  16.397  0.30
H  3.535  -22.540  16.270  0.38
H  0.320  -18.531  15.064  0.30
H  0.454  -19.609  13.739  0.33
H  1.081  -18.027  13.461  0.12
C  -2.199  -12.100  10.926  -0.27
O  -2.751  -13.351  10.533  -0.44
C  -1.924  -14.407  10.334  0.65
O  -0.707  -14.361  10.421  0.00
O  -2.733  -15.461  10.290  -0.45
C  -2.285  -16.772  10.361  -0.49
H  -2.794  -11.387  10.356  0.37
H  -1.167  -11.946  10.611  -0.13
H  -2.352  -11.855  11.977  0.27
H  -1.288  -16.965  9.966  0.10
H  -2.922  -17.461  9.806  0.37
H  -2.219  -17.156  11.379  0.25

---

[3]
The following is a DFT calculation (ωB97M-V with the def2-TZVPD basis set) of a gas-phase ion, C15H23Br2NOPS (charge +1) at a distorted geometry.

## Properties
Strongest force on any atom: 4.7 eV Å⁻¹
Relative energy (zero: lowest compared OMol25 entry of this formula, charge and spin): 153.0 kcal/mol
DFT total energy: -6602.42570 hartree
Total charge: +1

Last column: Mulliken charge in e.
Element x y z (Å)
C  -1.786  -2.577  4.081  -0.97
C  -1.212  -1.129  3.685  -0.07
O  -2.015  -0.390  2.733  -0.39
C  -2.268  -1.137  1.525  -0.46
C  -0.929  -1.544  0.700  0.00
C  -0.970  -0.789  -0.736  0.06
C  -2.144  -1.110  -1.738  0.24
S  -3.484  -2.351  -1.394  -0.16
N  -2.233  -0.428  -3.007  -0.09
C  -1.257  0.535  -3.443  -0.38
C  -0.035  0.960  -2.557  -0.15
C  0.983  2.080  -3.104  -0.43
Br  2.507  1.690  -4.304  -0.08
C  0.735  3.418  -2.672  0.39
C  1.624  4.685  -3.066  -1.10
Br  -0.841  3.799  -1.493  -0.14
C  0.141  0.261  -1.151  0.50
P  1.637  0.709  -0.077  0.40
C  0.921  1.524  1.510  -0.76
C  2.604  -0.823  0.479  -0.49
C  3.867  -1.168  -0.490  -1.04
H  -2.919  -2.559  3.877  0.25
H  -1.584  -2.872  5.167  0.36
H  -1.259  -3.346  3.392  0.20
H  -0.095  -1.210  3.390  0.12
H  -1.209  -0.499  4.657  0.36
H  -2.856  -0.423  0.828  0.35
H  -2.974  -2.041  1.674  0.25
H  -1.027  -2.676  0.483  0.35
H  0.030  -1.277  1.252  -0.40
H  -2.894  -3.321  -0.582  0.22
H  -3.022  -0.629  -3.636  0.30
H  -1.314  1.054  -4.470  0.44
H  1.026  5.260  -3.872  0.30
H  2.688  4.435  -3.389  0.39
H  1.706  5.424  -2.179  0.33
H  1.798  1.758  2.227  0.38
H  0.173  0.829  2.046  0.14
H  0.416  2.515  1.210  0.24
H  3.064  -0.571  1.503  0.36
H  1.949  -1.759  0.484  0.27
H  3.543  -1.400  -1.567  0.27
H  4.564  -0.251  -0.480  0.31
H  4.477  -2.055  -0.099  0.36

---

[4]
The following is a DFT calculation (ωB97M-V with the def2-TZVPD basis set) of 12 unconnected molecules or ions with the total composition C22H68O12 at a distorted geometry.

## Properties
Strongest force on any atom: 1.5 eV Å⁻¹
Relative energy (zero: lowest compared OMol25 entry of this formula, charge and spin): 20.1 kcal/mol
DFT total energy: -1781.77013 hartree
SMILES: CC(C)O.CC(C)O.CC(C)O.CC(C)O.CC(C)O.CO.CO.CO.CO.CO.CO.CO

Last column: Mulliken charge in e.
Element x y z (Å)
C  0.455  3.010  -3.005  -0.20
C  -0.766  3.546  -3.741  0.10
C  -0.987  2.818  -5.063  -1.22
O  -1.912  3.329  -2.906  -0.52
H  1.411  3.390  -3.381  0.49
H  0.515  1.918  -3.040  -0.20
H  0.396  3.279  -1.947  -0.07
H  -0.668  4.623  -3.881  0.43
H  -1.918  3.179  -5.498  0.36
H  -0.947  1.739  -4.928  0.13
H  -0.180  3.112  -5.746  0.44
H  -2.098  2.379  -2.846  0.28
C  -3.612  -3.221  2.814  -1.60
C  -3.828  -1.718  2.683  1.11
C  -3.195  -1.167  1.416  -0.66
O  -5.222  -1.398  2.616  -0.55
H  -2.555  -3.456  2.908  0.22
H  -3.987  -3.734  1.924  0.39
H  -4.158  -3.618  3.673  0.47
H  -3.392  -1.228  3.561  -0.26
H  -3.138  -0.085  1.326  0.03
H  -3.753  -1.539  0.550  0.47
H  -2.207  -1.621  1.292  -0.05
H  -5.705  -2.050  3.135  0.34
C  -1.592  -3.034  -2.373  -1.22
C  -0.328  -2.473  -2.973  1.14
C  0.016  -3.126  -4.309  -1.53
O  -0.421  -1.068  -3.101  -0.12
H  -1.491  -4.093  -2.129  0.45
H  -2.455  -2.955  -3.042  0.32
H  -1.840  -2.529  -1.436  -0.01
H  0.472  -2.698  -2.247  0.01
H  -0.741  -2.838  -5.040  0.31
H  0.001  -4.218  -4.252  0.43
H  1.014  -2.848  -4.651  0.30
H  0.460  -0.722  -3.352  -0.15
C  5.630  1.581  -1.096  -1.54
C  4.153  1.195  -0.964  1.31
C  3.261  2.246  -1.610  -1.08
O  3.948  -0.065  -1.636  -0.60
H  5.773  2.639  -0.848  0.38
H  6.051  1.404  -2.082  0.36
H  6.252  1.120  -0.319  0.44
H  3.843  1.081  0.077  -0.34
H  3.509  2.491  -2.644  0.35
H  3.385  3.153  -1.018  0.59
H  2.222  1.921  -1.553  -0.19
H  4.720  -0.620  -1.494  0.26
C  -0.851  -2.645  5.219  -0.97
C  -0.171  -1.289  5.344  0.89
C  -0.910  -0.247  4.528  -1.03
O  -0.156  -0.908  6.725  -0.61
H  -0.286  -3.442  5.702  0.30
H  -0.951  -2.910  4.164  -0.23
H  -1.879  -2.601  5.584  0.43
H  0.858  -1.413  4.987  0.08
H  -0.901  -0.361  3.443  -0.01
H  -0.397  0.715  4.656  0.36
H  -1.906  -0.117  4.951  0.52
H  0.749  -0.667  6.941  0.38
C  2.832  0.354  3.928  -0.12
O  3.560  -0.458  4.836  -0.60
H  3.060  1.418  3.991  0.47
H  2.970  0.020  2.897  0.06
H  1.777  0.232  4.166  -0.22
H  4.480  -0.504  4.569  0.31
C  1.731  -3.277  2.636  -0.36
O  1.819  -2.664  1.352  -0.44
H  2.601  -3.068  3.263  0.29
H  0.880  -2.806  3.126  -0.13
H  1.516  -4.346  2.586  0.37
H  2.560  -3.063  0.883  0.22
C  -3.796  0.496  -2.527  -0.80
O  -2.407  0.602  -2.193  0.30
H  -4.025  1.240  -3.293  0.24
H  -4.046  -0.493  -2.920  0.35
H  -4.391  0.645  -1.629  0.23
H  -1.917  -0.052  -2.722  0.00
C  0.361  3.074  1.577  0.21
O  1.607  2.475  1.882  -0.61
H  -0.490  2.566  2.038  0.15
H  0.356  4.100  1.938  0.47
H  0.225  3.079  0.491  -0.49
H  1.587  1.540  1.640  0.08
C  2.747  0.270  -4.902  -0.84
O  2.096  -0.063  -3.699  -0.20
H  2.053  0.427  -5.726  0.33
H  3.345  1.183  -4.787  0.25
H  3.457  -0.494  -5.245  0.28
H  2.768  -0.051  -2.993  0.10
C  0.003  -0.121  -0.071  0.34
O  0.605  -0.156  1.230  0.65
H  -0.442  0.856  -0.261  -0.60
H  0.769  -0.212  -0.846  0.48
H  -0.753  -0.899  -0.142  -0.49
H  1.050  -1.024  1.256  -0.19
C  -2.844  3.088  0.293  -0.24
O  -3.251  3.357  1.622  -0.56
H  -2.212  3.868  -0.116  0.31
H  -2.312  2.128  0.235  -0.27
H  -3.702  2.934  -0.373  0.44
H  -3.820  2.653  1.938  0.32